1.
ORCA calculation (wB97M-V/def2-TZVPD) on a structure of composition C34H37N6O4PdSe.

Each line ends with the Mulliken charge.
Element x y z (Å)
Pd 0.06575 -0.50410 0.24694  -0.542
C 2.91226 4.67894 -1.56495  -0.673
O 3.19266 3.30095 -1.73146  -0.282
C 3.78749 2.91826 -2.88865  1.052
C 4.21004 3.78984 -3.88525  -0.770
C 4.84770 3.29669 -5.01537  -0.792
C 5.06029 1.93805 -5.17373  -0.810
C 4.60732 1.06332 -4.19795  -0.472
C 3.97117 1.53689 -3.06125  0.037
N 3.55270 0.64014 -2.04738  0.358
C 2.26198 0.48655 -1.63070  -0.306
N 1.33577 1.13425 -2.36975  0.062
C -0.04866 1.31317 -2.18806  0.129
C -0.83331 0.67510 -1.24361  -0.079
C -2.21299 0.90548 -1.26510  0.470
C -2.79105 1.77757 -2.16728  -1.176
C -1.99520 2.44997 -3.09171  -0.534
C -0.63359 2.21388 -3.10688  0.890
O 0.24420 2.79801 -3.97233  -0.414
C -0.27428 3.67961 -4.95460  -1.080
N 1.96755 -0.24372 -0.59310  0.570
C 2.98441 -0.93984 0.10633  -0.220
C 3.42233 -0.49717 1.34649  -0.483
C 4.33734 -1.23886 2.08129  -0.987
C 4.81369 -2.43430 1.57084  -0.935
C 4.38516 -2.89923 0.33251  -0.534
C 3.46858 -2.15872 -0.40330  1.305
O 2.98099 -2.52349 -1.62012  -0.290
C 3.40460 -3.76963 -2.14968  -1.101
H 2.43073 4.76797 -0.59438  -0.282
H 2.23147 5.03657 -2.34293  0.373
H 3.82760 5.27544 -1.57275  0.470
H 4.06695 4.85469 -3.77544  0.434
H 5.18276 3.99000 -5.77460  0.418
H 5.56067 1.55756 -6.05205  0.413
H 4.73620 -0.00547 -4.30978  0.492
H 4.21534 -0.03776 -1.70840  0.310
H 1.70100 1.66219 -3.14989  0.268
H -2.86296 0.36831 -0.57599  0.207
H -3.86128 1.93577 -2.17185  0.464
H -2.44467 3.13109 -3.79819  0.470
H 0.58078 4.01821 -5.53326  0.264
H -0.76565 4.53761 -4.49010  0.398
H -0.97792 3.16279 -5.61032  0.411
H 3.01500 0.43088 1.72551  0.498
H 4.67471 -0.88157 3.04390  0.459
H 5.53130 -3.01791 2.13135  0.414
H 4.77130 -3.83248 -0.04999  0.471
H 2.87763 -3.88767 -3.09205  0.249
H 3.14266 -4.59172 -1.47933  0.402
H 4.48206 -3.77674 -2.33119  0.401
O 0.56959 1.12077 1.59476  0.052
C -0.10477 2.10714 1.95841  0.303
C 0.50827 3.14417 2.85956  -1.093
C 0.72968 4.50260 2.14490  -0.658
C 0.00830 4.65849 0.80537  -0.099
C -1.51475 4.69466 0.91178  -0.697
C -2.07145 3.55120 1.76272  -0.890
N -1.35076 2.30569 1.54183  0.436
H 1.45219 2.73361 3.21036  0.321
H -0.13590 3.26155 3.73293  0.376
H 1.80061 4.62248 1.97563  0.377
H 0.43614 5.31034 2.81733  0.296
H 0.30522 3.84321 0.13534  -0.238
H 0.35038 5.57747 0.32447  0.604
H -1.94478 4.65221 -0.09097  0.348
H -1.83956 5.63742 1.35851  0.381
H -3.12013 3.36707 1.53223  0.446
H -2.02517 3.79437 2.82477  0.307
H -1.67276 1.68529 0.80972  -0.246
Se -3.14878 -1.20223 2.00229  0.301
N -1.65736 -1.68386 1.14224  -0.660
C -0.89735 -2.33886 2.01020  1.252
C 0.37412 -2.93040 1.70368  -0.733
C 1.08763 -3.48560 2.71358  -0.380
C 0.58751 -3.52617 4.06061  -0.725
C -0.63279 -3.04066 4.38060  -0.648
C -1.42298 -2.43012 3.35239  0.622
N -2.61443 -1.89779 3.53594  -0.774
H 0.72541 -2.98485 0.67579  0.715
H 2.05113 -3.93014 2.50281  0.431
H 1.20370 -3.98116 4.82386  0.413
H -1.02819 -3.08607 5.38488  0.466

* <S²>: 2.0158
* ΔE to the lowest compared entry with this formula, charge and spin: 0.360 eV
* E_tot: -121808.4100 eV
* net charge: +1
* LUMO energy (spin up / spin down): -3.40 / -3.77 eV
* HOMO-LUMO gap (spin up / spin down): 6.1555 / 6.5416 eV
* 2S+1: 3

***

2.
ORCA calculation (wB97M-V/def2-TZVPD) on a structure of composition C34H37N7O5SSi2Ti in a non-equilibrium geometry.

Each line ends with the Mulliken charge.
Element x y z (Å)
Ti -0.80505 -0.50544 0.83076  -0.854
O -3.63026 -2.61019 -1.30730  -0.851
C -3.02736 -1.65464 -0.82770  0.129
N -1.46464 -1.62740 -0.96270  1.108
C -1.04348 -2.97283 -0.96954  -0.184
C -0.95530 -3.72806 -2.10025  0.679
C -0.67285 -5.08637 -2.00859  -1.449
C -0.45329 -5.63890 -0.72085  -0.691
C -0.72617 -4.90582 0.47293  -0.794
C -0.89943 -3.56446 0.29984  -0.596
N -0.83887 -2.61136 1.35335  0.784
C -1.12498 -2.93141 2.61936  0.338
O -1.38107 -4.04428 3.09476  -0.811
C -1.09957 -1.74770 3.58001  0.346
C -1.17567 -1.89686 4.97545  -0.950
C -1.41550 -0.72497 5.64603  -0.242
C -1.38654 0.51021 5.07068  -1.286
C -1.19758 0.54858 3.68712  0.170
N -1.13181 -0.57507 2.99320  0.745
C -3.49268 -0.50694 -0.09857  0.017
C -4.88298 -0.25088 -0.03552  -1.363
C -5.33577 0.86168 0.51170  -0.356
C -4.40765 1.75894 1.22595  -1.140
C -3.10870 1.46101 1.19541  -0.333
N -2.58597 0.42648 0.49561  1.231
H -1.18060 -3.31198 -3.04498  0.154
H -0.46494 -5.65032 -2.86804  0.480
H -0.11618 -6.67434 -0.69258  0.362
H -0.51887 -5.33000 1.45814  0.424
H -1.11250 -2.86687 5.42909  0.541
H -1.52906 -0.82641 6.70772  0.385
H -1.55539 1.35412 5.69283  0.452
H -1.02612 1.42893 3.06257  0.286
H -5.49475 -1.08507 -0.40276  0.363
H -6.42023 1.11231 0.53115  0.263
H -4.76853 2.61403 1.84091  0.326
H -2.38302 1.99859 1.72004  0.390
O 7.25411 2.10337 3.39028  -0.690
S 7.49474 3.52177 3.16290  1.187
O 7.58434 4.39576 4.33384  -0.715
O 8.52338 3.69790 2.15192  -0.695
C 5.97071 4.14021 2.38947  0.195
N 6.09787 5.37077 1.86206  -0.591
C 5.06289 5.72199 1.10920  -0.314
C 3.89591 5.00985 0.96781  -0.604
C 3.84450 3.72281 1.56625  0.418
N 4.92649 3.33177 2.26290  -0.322
C 2.70395 2.77048 1.41940  0.547
C 2.74861 1.51193 2.04269  -0.799
C 1.78765 0.60199 1.80528  -0.717
N 0.66590 0.86265 1.03336  1.362
C 0.51432 2.15421 0.59368  -0.948
C 1.49066 3.14897 0.81837  -0.815
H 5.10989 6.73831 0.70534  0.363
H 3.09535 5.42555 0.33571  0.240
H 3.57716 1.20844 2.67304  0.596
H 1.75288 -0.41227 2.25187  0.272
H -0.37734 2.40078 0.04436  0.331
H 1.26533 4.15453 0.51166  0.282
C -1.04966 0.50125 -4.81847  -1.378
Si -2.01548 -0.16469 -3.35635  0.490
C -3.01727 1.38997 -2.75275  -0.953
C -3.14623 -1.54668 -3.92596  -1.224
C -0.81168 -0.67397 -1.89564  2.141
Si 1.04385 -1.02731 -2.32626  1.007
C 1.97581 -1.83272 -0.91151  -0.771
C 1.80162 0.64239 -2.50595  -1.147
C 1.34250 -1.97039 -3.90064  -1.263
H -1.76933 0.98794 -5.51260  0.345
H -0.48836 -0.28386 -5.34400  0.288
H -0.40005 1.27776 -4.55532  0.399
H -3.70886 1.73340 -3.58187  0.372
H -2.29589 2.13923 -2.49899  0.235
H -3.68349 1.19982 -1.88356  0.242
H -3.48794 -1.22205 -4.90250  0.496
H -3.91294 -1.73858 -3.21607  0.312
H -2.62359 -2.49054 -4.13914  0.412
H -0.70520 0.22868 -1.30620  -1.142
H 1.56798 -1.68573 0.06409  -0.195
H 2.95882 -1.35550 -0.98950  0.513
H 2.12210 -2.89819 -1.12488  0.344
H 1.61458 1.28753 -1.64001  0.067
H 1.38879 1.17523 -3.36597  0.308
H 2.87615 0.54535 -2.63569  0.436
H 2.04909 -2.79385 -3.79858  0.429
H 1.76169 -1.29448 -4.69532  0.311
H 0.43701 -2.45808 -4.36697  0.268

* <S²>: 2.0307
* ΔE to the lowest compared entry with this formula, charge and spin: 1.858 eV
* E_tot: -106236.1163 eV
* net charge: -2
* LUMO energy (spin up / spin down): 3.82 / 3.74 eV
* HOMO-LUMO gap (spin up / spin down): 4.5474 / 4.5367 eV
* 2S+1: 3